1.
{"formula": "C35H43ClP2RuSi2", "method": "the ωB97M-V functional and the def2-TZVPD basis", "multiplicity": 6, "orbital_gap_ev": [5.83, 5.86], "charge": 1, "s_squared": 8.7749, "symbols": ["Ru", "Cl", "P", "P", "Si", "Si", "C", "C", "C", "C", "C", "C", "C", "C", "C", "C", "C", "C", "C", "C", "C", "C", "C", "C", "C", "C", "C", "C", "C", "C", "C", "C", "C", "C", "C", "C", "C", "C", "C", "C", "C", "H", "H", "H", "H", "H", "H", "H", "H", "H", "H", "H", "H", "H", "H", "H", "H", "H", "H", "H", "H", "H", "H", "H", "H", "H", "H", "H", "H", "H", "H", "H", "H", "H", "H", "H", "H", "H", "H", "H", "H", "H", "H", "H"], "xyz": [[0.4410, -3.2698, 0.2660], [-2.6416, 3.3179, 0.9471], [-1.2108, -4.0070, -1.4310], [-0.8691, -4.4482, 1.6557], [-2.0928, 5.2763, 0.5951], [0.1248, -0.8826, 0.3179], [3.4442, 1.5512, 1.0848], [-2.6512, -4.2445, 1.2443], [0.0408, -0.1812, -1.4218], [-0.5321, 5.6806, 1.5164], [-2.5742, -5.2018, -1.7753], [2.5321, -3.1091, 1.3450], [-0.7203, 4.8282, -1.8462], [-0.9624, 1.4035, -2.9555], [1.5652, 6.8890, 1.7206], [-1.7769, 5.5034, -1.2190], [1.9482, -4.9383, 0.0443], [0.7534, -0.1166, -3.7406], [-0.6067, -6.2455, 1.6552], [2.3953, 0.8957, 0.4247], [-0.3061, 5.0992, 2.7731], [1.5144, 0.0774, 1.1471], [-2.4086, 6.4902, -3.3404], [0.8445, -0.6744, -2.4606], [2.1122, -4.4691, 1.3998], [-0.5217, 4.9815, -3.2214], [1.8023, 6.2893, 2.9624], [3.6046, 1.4123, 2.4692], [-2.6977, -3.2820, 0.1153], [2.3356, -3.8691, -0.8375], [-1.3607, 5.8104, -3.9738], [2.7019, 0.6222, 3.1961], [0.8600, 5.3960, 3.4860], [0.3992, 6.5979, 1.0001], [-0.8526, 0.8705, -1.6677], [-0.1961, -5.1783, -2.5127], [-2.6181, 6.3404, -1.9646], [1.6655, -0.0498, 2.5375], [-0.1589, 0.9187, -3.9973], [2.6773, -2.7344, -0.0308], [-0.7343, -3.9388, 3.3818], [4.1394, 2.1627, 0.5077], [-1.0433, 4.4094, 3.1930], [2.2671, 1.0262, -0.6551], [-1.4094, -4.5599, 3.9787], [1.5474, -1.4974, -2.2846], [0.3896, -6.4732, 2.0597], [3.0062, -1.7708, -0.3950], [0.8617, -4.9277, -2.5437], [-1.2014, 5.9211, -5.0478], [1.9843, -5.0472, 2.3041], [-1.6769, 2.2062, -3.1509], [-3.1543, -3.8939, 2.1578], [4.4355, 1.9053, 2.9779], [2.7073, 6.5235, 3.5244], [-2.3268, -2.2880, 0.3765], [1.3919, -0.4970, -4.5406], [-3.1874, 6.1475, 1.0762], [-1.4550, 1.2720, -0.8476], [-2.2354, -6.2349, -1.6400], [-0.6038, -5.1471, -3.5400], [-1.3704, -6.6963, 2.3001], [-0.0610, 4.1739, -1.2673], [-2.8990, -5.0670, -2.8170], [2.8084, 0.5196, 4.2764], [0.9636, -0.6746, 3.1000], [-1.0270, -2.8834, 3.4764], [-3.4300, 6.8711, -1.4572], [1.0258, 4.9332, 4.4576], [2.7429, -2.4804, 2.2011], [-3.6822, -3.2631, -0.3587], [-0.3033, -6.2120, -2.1346], [-0.6899, -6.6674, 0.6439], [2.2901, 7.5892, 1.3060], [-0.2477, 1.3383, -5.0011], [0.2202, 7.0793, 0.0324], [1.6493, -5.9360, -0.2521], [0.2913, 4.4376, -3.7029], [-3.0311, -5.2450, 0.9799], [-1.1160, -0.6028, 1.0977], [-3.4549, -5.0403, -1.1594], [0.3057, -4.0610, 3.7164], [2.3748, -3.8991, -1.9185], [-3.0663, 7.1389, -3.9190]], "atomic_forces_ev_per_a": [[0.595, 0.489, 0.381], [-0.048, -0.227, 0.125], [-0.452, -1.938, -1.242], [-1.154, -0.631, 0.669], [0.326, 0.633, -0.128], [0.753, 1.485, -0.405], [-0.147, -0.168, 0.098], [0.795, -0.732, 0.336], [-0.345, -0.357, 0.076], [0.083, -0.106, 0.313], [-1.268, -0.015, -0.112], [1.004, -0.948, 0.034], [-0.207, 0.176, -0.424], [0.087, 0.039, -0.158], [-0.177, -0.048, -0.007], [-0.258, 0.001, 0.016], [0.719, 0.556, -0.337], [-0.082, 0.119, 0.081], [0.121, -0.165, 0.254], [0.221, 0.036, 0.347], [0.496, 0.214, -0.008], [-0.238, -0.161, 0.271], [0.071, -0.010, 0.027], [-0.206, 0.273, -0.347], [0.607, 0.959, -0.570], [0.018, -0.042, 0.156], [-0.402, -0.122, -0.220], [-0.271, -0.231, -0.212], [-1.614, 1.375, 0.823], [0.360, -0.393, 0.536], [-0.172, -0.008, 0.410], [-0.066, -0.084, -0.137], [-0.097, 0.082, -0.104], [0.213, -0.192, 0.316], [0.128, -0.079, -0.368], [0.758, -0.096, -0.620], [0.295, -0.157, -0.332], [0.506, 0.467, -0.097], [0.029, -0.254, 0.496], [-0.495, -0.295, 0.140], [0.078, -0.106, 0.296], [-0.189, -0.119, 0.211], [0.293, 0.164, -0.112], [0.057, -0.055, 0.393], [0.158, 0.131, 0.166], [-0.312, 0.307, -0.065], [-0.373, -0.071, -0.130], [0.049, -0.102, 0.093], [-0.171, -0.034, -0.184], [-0.055, -0.010, 0.328], [-0.052, 0.084, -0.118], [0.248, -0.223, 0.079], [-0.130, -0.015, -0.314], [-0.314, -0.111, -0.151], [-0.243, -0.072, -0.180], [-0.115, -0.166, -0.191], [-0.211, 0.133, 0.203], [-0.092, -0.170, -0.156], [0.096, -0.080, -0.344], [-0.060, 0.261, -0.084], [0.190, -0.036, 0.382], [0.173, -0.050, -0.118], [-0.190, 0.205, -0.187], [0.149, -0.177, 0.164], [0.020, 0.066, -0.260], [0.237, 0.220, -0.063], [0.101, -0.293, -0.034], [0.233, -0.166, -0.298], [0.003, 0.115, -0.185], [-0.118, -0.022, -0.188], [0.401, 0.273, -0.302], [0.114, 0.521, -0.156], [-0.010, 0.222, 0.260], [-0.165, -0.146, 0.125], [0.033, -0.127, 0.317], [0.114, -0.214, 0.346], [0.052, 0.175, 0.020], [-0.173, 0.174, 0.054], [-0.111, 0.413, 0.102], [-0.070, -0.106, -0.051], [0.007, -0.155, -0.156], [-0.370, 0.069, 0.054], [0.051, 0.004, 0.238], [0.180, -0.158, 0.117]], "mulliken_spin": [2.51, 0.00, 0.88, 0.03, 0.00, -0.10, 0.00, 0.01, 0.04, 0.00, 0.09, 0.19, 0.00, 0.00, 0.00, 0.00, 0.08, -0.02, 0.01, 0.00, 0.00, -0.01, 0.00, 0.03, 0.03, 0.00, 0.00, 0.01, 0.73, 0.12, 0.00, 0.00, 0.00, 0.00, 0.02, 0.24, 0.00, 0.03, 0.00, -0.11, 0.07, 0.00, 0.00, 0.00, 0.00, -0.01, 0.00, 0.00, -0.04, 0.00, 0.00, 0.00, 0.03, 0.00, 0.00, -0.07, 0.00, 0.00, -0.01, 0.03, 0.02, 0.00, 0.00, 0.02, 0.00, 0.00, -0.01, 0.00, 0.00, 0.02, 0.04, 0.02, -0.01, 0.00, 0.00, 0.00, -0.01, 0.00, 0.01, 0.08, -0.02, 0.00, 0.02, 0.00]}

---

2.
{"formula": "C7H10", "method": "the ωB97M-V functional and the def2-TZVPD basis", "multiplicity": 1, "orbital_gap_ev": 7.45, "smiles": "C=CC(=C)C(=C)C", "symbols": ["C", "C", "C", "C", "C", "C", "C", "H", "H", "H", "H", "H", "H", "H", "H", "H", "H"], "xyz": [[-0.9647, -0.3542, -0.2707], [2.1230, 0.6835, 1.4447], [-0.5468, -1.2028, -1.5442], [0.9659, 0.0487, 1.0535], [-2.0745, -0.7781, 0.4667], [-0.0428, 0.7133, 0.2951], [0.0778, 1.8892, -0.3073], [0.3440, 1.6273, -1.3487], [-0.9494, -0.8733, -2.4748], [1.9918, 1.8365, 1.7152], [1.0240, -1.1252, 0.8370], [-2.6755, -0.5451, 1.3275], [0.2628, 2.9412, -0.0293], [-2.3205, -1.8476, 0.2245], [0.7062, -1.1277, -1.4692], [-1.0623, -2.1634, -1.3433], [3.1411, 0.2776, 1.4233]], "atomic_forces_ev_per_a": [[-1.953, -0.863, 0.281], [-1.835, 1.564, 0.444], [2.333, 0.633, 3.327], [3.905, -1.690, 1.462], [2.303, -1.877, -2.316], [-1.415, -1.470, 0.143], [-0.114, 1.545, -2.012], [-1.971, 0.979, -0.477], [0.077, 0.801, -0.605], [0.676, -2.521, -0.943], [-0.264, 2.667, 0.647], [0.694, 1.269, 0.370], [0.884, -1.113, 0.556], [-0.264, 1.122, -0.376], [-3.482, -0.919, -0.794], [1.137, 0.037, -0.335], [-0.711, -0.163, 0.629]], "lowdin_charge": [-0.31, -0.01, -0.05, -0.17, 0.05, -0.37, 0.04, 0.09, 0.04, 0.10, 0.15, 0.05, 0.07, 0.06, 0.14, 0.06, 0.05]}

---

3.
{"formula": "C2H2NO3S", "method": "the ωB97M-V functional and the def2-TZVPD basis", "multiplicity": 1, "orbital_gap_ev": 7.60, "charge": -1, "smiles": "O=C([O-])C(=S)NO", "symbols": ["S", "O", "O", "O", "N", "C", "C", "H", "H"], "xyz": [[1.7044, 1.6537, -0.0588], [1.9147, -1.3980, -0.6890], [-1.8880, -0.0201, -0.1299], [0.2580, -1.7806, 0.7180], [-1.0233, 1.0076, 0.2143], [0.6404, 0.4820, -0.0291], [0.9578, -1.0919, 0.0215], [-1.1894, 1.9730, -0.2800], [-1.3748, -0.8257, 0.2329]], "atomic_forces_ev_per_a": [[0.554, 0.675, -0.023], [0.252, 0.261, -0.220], [0.026, -1.531, -0.193], [-2.575, -1.103, 1.916], [4.702, 0.720, 0.000], [-3.931, 1.020, 0.480], [1.568, 1.650, -1.999], [0.276, -2.881, 0.424], [-0.873, 1.190, -0.385]], "lowdin_charge": [0.64, -0.04, -0.19, -0.01, -0.14, -0.62, -0.82, 0.10, 0.08]}

---

Table of relative energy (zero: lowest compared OMol25 entry of this formula, charge and spin) (kcal/mol), in record order: 0.0 145.6 65.3
Table of E (eV), in record order: -86420.467 -7414.719 -20572.782
Table of molar mass (g mol⁻¹), in record order: 718.372 94.157 120.109